The following is a DFT calculation (the ωB97M-V functional and the def2-TZVPD basis) of a structure of composition C31H41N6OPPdS.

Geometry as XYZ:
```
82
Properties=species:S:1:pos:R:3:lowdin_spin:R:1
Pd 0.366 -1.330 -2.123 0.0025
O 2.234 0.907 1.103 -0.0097
N 2.035 2.202 1.331 0.0454
C 2.737 2.724 2.370 0.1822
C 2.855 4.065 2.783 0.0206
C 2.084 5.136 2.470 0.2050
C 0.790 4.998 1.727 0.0227
C 1.285 2.859 0.421 0.0212
S -1.183 0.810 1.798 0.0059
H 3.376 1.977 2.815 0.0166
H 3.697 4.232 3.450 -0.0026
H 2.391 6.120 2.807 0.0130
H 0.449 5.999 1.449 0.0020
C -0.283 4.362 2.615 0.0090
C 1.013 4.240 0.423 0.1119
C 1.003 4.984 -0.764 0.0050
C 1.506 4.643 -2.007 0.1408
C 2.005 3.386 -2.444 -0.0014
C 1.798 2.150 -1.916 0.1208
C 2.233 0.922 -2.656 0.0187
C 0.902 1.997 -0.756 -0.0002
N -0.103 1.221 -0.886 0.0422
C -1.278 1.208 -0.023 0.0034
C -1.894 2.611 -0.171 0.0022
C -2.266 0.161 -0.521 0.0006
C -3.714 0.431 -0.198 0.0000
N -1.901 -0.867 -1.196 -0.0001
C -2.806 -1.894 -1.525 0.0000
C -2.994 -2.155 -2.894 0.0000
C -2.302 -1.288 -3.907 0.0003
C -3.782 -3.224 -3.286 0.0000
C -4.375 -4.058 -2.346 0.0000
C -4.182 -3.799 -1.002 0.0000
C -3.411 -2.721 -0.567 0.0000
C -3.313 -2.471 0.919 0.0000
H -0.424 4.966 3.516 0.0018
H 0.000 3.353 2.911 0.0007
H -1.237 4.278 2.093 0.0013
H 0.673 6.015 -0.664 -0.0045
H 1.562 5.446 -2.734 0.0111
H 2.545 3.409 -3.389 -0.0027
H 2.930 1.166 -3.458 -0.0004
H 1.357 0.440 -3.119 0.0066
H 2.715 0.195 -1.990 0.0041
H -1.176 3.342 0.193 0.0010
H -2.803 2.707 0.419 0.0001
H -2.102 2.825 -1.224 -0.0001
H -4.059 1.262 -0.817 0.0001
H -3.805 0.723 0.847 0.0000
H -4.346 -0.429 -0.403 0.0000
H -2.557 -0.236 -3.775 0.0000
H -2.562 -1.594 -4.921 0.0000
H -1.214 -1.369 -3.783 0.0003
H -3.920 -3.416 -4.345 0.0000
H -4.977 -4.900 -2.662 0.0000
H -4.644 -4.437 -0.256 0.0000
H -3.042 -3.392 1.444 0.0000
H -4.287 -2.161 1.310 0.0000
H -2.611 -1.682 1.191 0.0000
C 0.885 -3.320 2.396 0.0000
N 1.299 -1.944 1.962 0.0002
C 2.816 -1.839 1.964 0.0003
N 3.396 -2.872 1.159 0.0000
C 2.936 -4.176 1.599 0.0000
N 1.481 -4.325 1.561 0.0000
C 0.985 -4.316 0.166 0.0000
P 1.355 -2.726 -0.759 0.0004
C 0.750 -1.670 0.600 0.0004
C 3.154 -2.657 -0.283 0.0001
H -0.203 -3.367 2.343 0.0000
H 1.215 -3.458 3.429 0.0000
H 0.908 -1.185 2.543 0.0002
H 3.131 -1.945 3.005 0.0001
H 3.047 -0.852 1.550 0.0002
H 3.267 -4.335 2.630 0.0000
H 3.379 -4.945 0.965 0.0000
H -0.100 -4.453 0.179 0.0000
H 1.414 -5.181 -0.345 0.0000
H -0.330 -1.768 0.663 0.0000
H 0.987 -0.629 0.396 0.0002
H 3.528 -1.670 -0.561 0.0001
H 3.712 -3.414 -0.842 0.0000
```

frontier orbital gap (alpha / beta) = 4.7 / 5.8 eV
HOMO level (alpha / beta) = -2.3052 / -3.4960 eV
charge = -1
2S+1 = 2
<S²> = 0.824
E_tot = -2476.92190 Ha
ΔE to the lowest compared entry with this formula, charge and spin = 3.652 eV